The following is a quantum chemistry calculation of C53H68BCsGeN7O4P2S2Si3Te as an isolated structure, from the Open Molecules 2025 dataset.

Its max |F| is 1.80 eV/A. As for the energy above the lowest of the compared OMol25 structures with the same formula, charge and spin: 105.2 kJ/mol. The net charge is -2. The calculation puts the HOMO energy (alpha / beta) at -0.09111 / -0.09110 Ha. Its molecular weight is 1421.4 g mol⁻¹. The gap between HOMO and LUMO (alpha / beta) is 0.212 / 0.210 hartree. As for the LUMO energy (alpha / beta): 3.28 / 3.23 eV. Its spin multiplicity is 2.

The geometry in XYZ format:
```
143
Properties=species:S:1:pos:R:3:forces:R:3
Cs 0.02557 -0.12942 -0.00601 1.629 -0.584 -0.051
C -4.72790 -3.51386 2.12084 0.051 -0.039 0.037
C -4.64656 -2.24158 1.35546 0.102 0.014 0.010
N -3.59819 -1.45165 1.30704 -0.010 -0.038 0.271
C -3.95583 -0.39320 0.51646 0.005 -0.054 -0.078
C -5.23864 -0.56501 0.06263 -0.156 -0.150 0.040
N -5.66913 -1.74216 0.62470 0.064 0.116 -0.078
C -6.15305 0.16113 -0.84255 0.166 0.394 -0.375
O -5.64441 1.18187 -1.48926 -0.921 -0.377 0.012
O -7.30288 -0.22047 -0.97122 -0.138 -0.088 0.057
C -3.02652 0.73849 0.19660 -0.075 -0.186 0.172
O -3.32530 1.40414 -0.83056 0.456 0.386 -0.069
O -2.02263 0.90753 0.91253 -1.619 0.645 0.464
H -3.72718 -3.77886 2.45436 0.004 0.002 0.014
H -5.11567 -4.32873 1.50913 -0.032 -0.021 -0.029
H -5.37119 -3.40879 2.99637 -0.007 -0.001 0.021
H -6.59031 -2.11957 0.46752 0.040 0.037 -0.001
H -4.63681 1.27798 -1.25876 0.316 0.103 0.043
Te 2.84329 -1.54912 -4.98610 -0.037 0.013 -0.079
C 1.87128 -2.50959 -6.59749 -0.028 -0.025 0.072
C 0.76585 -3.32430 -6.38970 0.024 0.053 -0.033
C 0.14792 -3.90370 -7.48245 -0.073 -0.060 0.072
N 0.53769 -3.73778 -8.74578 -0.049 -0.055 -0.108
C 1.59366 -2.95176 -8.93156 0.086 0.072 -0.071
C 2.28508 -2.32166 -7.91031 0.005 -0.032 -0.016
C 1.25379 -1.70933 -3.65496 0.192 0.205 0.508
P 1.64685 -2.48190 -2.04254 -0.156 -0.255 -0.298
C 2.43687 -4.07786 -2.52103 0.054 0.123 -0.072
C 3.82581 -4.15168 -2.47969 0.050 0.051 0.095
C 4.49435 -5.30282 -2.86346 0.019 -0.033 -0.013
C 3.77616 -6.40821 -3.29309 0.025 -0.022 -0.020
C 2.39063 -6.35078 -3.33458 0.009 -0.051 -0.007
C 1.72899 -5.19462 -2.95196 -0.104 0.010 -0.054
C 0.00984 -3.17092 -1.49685 0.180 -0.125 -0.009
C -1.12954 -3.19467 -2.29133 0.015 -0.046 -0.019
C -2.30511 -3.76614 -1.82357 -0.086 0.004 0.005
C -2.34886 -4.33345 -0.55912 0.002 0.000 0.038
C -1.21422 -4.31977 0.24236 -0.046 0.009 0.057
C -0.04685 -3.73301 -0.21777 0.114 0.081 -0.039
P 0.25296 -0.26527 -3.40178 0.024 -0.058 -0.431
C 1.27832 1.21070 -2.97609 -0.111 0.107 -0.089
C 0.66687 2.46859 -3.01701 -0.028 -0.026 0.020
C 1.34393 3.60759 -2.62051 0.000 0.035 0.014
C 2.64531 3.51277 -2.14123 -0.008 0.026 0.025
C 3.25297 2.27115 -2.06772 0.073 -0.001 0.088
C 2.57497 1.13029 -2.47937 0.029 -0.157 -0.028
C -0.25444 0.16258 -5.11706 -0.001 -0.115 0.073
C -1.31337 -0.57320 -5.64581 -0.041 -0.014 0.046
C -1.69233 -0.43844 -6.96976 -0.009 0.026 -0.053
C -1.02098 0.45423 -7.79422 -0.018 -0.036 -0.017
C 0.02350 1.20481 -7.27813 -0.011 0.006 -0.038
C 0.40502 1.05650 -5.95266 0.163 0.066 0.050
H 0.38292 -3.47075 -5.38708 0.022 0.004 0.055
H -0.71820 -4.54044 -7.33266 -0.034 -0.025 -0.007
H 1.90468 -2.80385 -9.96149 0.000 -0.005 -0.034
H 3.12128 -1.67580 -8.14817 0.044 0.016 -0.003
H 4.39260 -3.29369 -2.13641 -0.026 -0.006 0.011
H 5.57548 -5.33639 -2.82211 0.029 -0.007 -0.001
H 4.29329 -7.31180 -3.59213 0.006 -0.015 0.002
H 1.82001 -7.21003 -3.66477 -0.005 -0.024 -0.016
H 0.64672 -5.16401 -2.99135 -0.002 0.020 0.003
H -1.07486 -2.77923 -3.29049 -0.010 0.038 0.011
H -3.18972 -3.76517 -2.45003 -0.004 -0.006 0.001
H -3.26657 -4.77861 -0.19463 -0.019 -0.012 0.000
H -1.23398 -4.75750 1.23391 -0.022 0.003 -0.005
H 0.83678 -3.71606 0.41691 0.015 0.023 -0.009
H -0.35865 2.54984 -3.36112 -0.016 -0.008 -0.019
H 0.84993 4.56991 -2.66219 -0.006 0.020 -0.011
H 3.16959 4.39890 -1.80784 0.019 0.027 0.007
H 4.25838 2.18203 -1.67447 0.021 0.003 0.004
H 3.05974 0.16182 -2.39373 -0.044 -0.006 -0.057
H -1.83906 -1.27478 -5.00834 -0.010 -0.007 0.030
H -2.50725 -1.03390 -7.35970 -0.031 -0.021 -0.027
H -1.30670 0.55737 -8.83320 -0.010 0.002 -0.029
H 0.56181 1.89612 -7.91387 0.015 0.031 -0.033
H 1.24585 1.62691 -5.57437 -0.044 -0.036 -0.002
C -1.47508 -1.29421 4.06554 -0.043 0.023 -0.195
N -0.18756 -1.78995 4.48656 -0.165 -0.076 -0.085
C 0.02349 -2.92009 5.24367 0.160 -0.107 0.148
C 1.35907 -2.99956 5.44196 -0.270 -0.115 0.011
N 1.95437 -1.93415 4.82233 0.261 -0.135 0.045
B 3.49515 -1.66565 4.97638 -0.061 -0.028 -0.028
N 4.09439 -1.18641 3.64036 -0.093 -0.147 -0.073
C 4.61923 0.05943 3.42319 0.189 0.179 -0.093
C 5.01071 0.14527 2.13385 0.077 0.147 0.216
N 4.71277 -1.07002 1.55795 -0.125 -0.091 -0.133
C 4.93265 -1.43955 0.18285 -0.036 -0.062 -0.075
C 4.12331 -1.87863 2.47878 -0.018 -0.262 0.030
S 3.56251 -3.44728 2.16663 0.002 0.009 -0.010
C 1.00579 -1.20954 4.21223 0.157 0.616 0.045
S 1.20624 0.24046 3.33078 -0.058 -0.045 -0.130
H -1.90256 -1.92010 3.28559 -0.090 -0.022 -0.035
H -1.33145 -0.29924 3.64556 -0.042 -0.034 -0.005
H -2.14562 -1.23947 4.92378 -0.043 -0.010 -0.017
H -0.78404 -3.55463 5.55317 -0.074 -0.071 0.032
H 1.95010 -3.73310 5.95448 0.031 -0.074 0.038
H 3.68756 -0.79699 5.80285 -0.036 0.073 -0.015
H 3.97208 -2.72439 5.30894 0.080 -0.013 0.060
H 4.64743 0.78766 4.20978 -0.004 0.088 0.053
H 5.45285 0.94722 1.57459 0.035 0.081 -0.034
H 5.63016 -0.72996 -0.26319 -0.026 -0.001 0.000
H 3.99141 -1.44662 -0.37300 0.020 -0.007 -0.006
H 5.34513 -2.44847 0.14768 0.005 0.028 -0.023
C -0.27564 5.49240 0.15983 -0.072 0.028 0.039
Si -1.61203 4.96154 1.38192 0.060 -0.188 0.034
C -2.09985 6.51427 2.34966 -0.005 -0.029 -0.170
C -3.14516 4.46630 0.43110 0.073 0.035 0.003
Ge -0.78146 3.20581 2.78320 0.054 0.465 0.227
Si 1.15509 4.11173 3.87853 -0.005 -0.243 -0.131
C 2.53674 4.26903 2.60516 -0.014 0.023 0.088
C 0.84339 5.84155 4.57987 0.121 -0.043 -0.044
C 1.81241 3.10157 5.31512 0.009 0.100 -0.030
Si -2.41110 2.66612 4.41773 0.075 -0.217 -0.112
C -3.81469 1.63050 3.70457 0.025 0.059 0.142
C -3.18811 4.22916 5.14314 -0.026 -0.146 0.067
C -1.59067 1.73543 5.83710 -0.105 0.035 -0.012
H -0.73611 6.01902 -0.67948 0.003 0.061 -0.058
H 0.27679 4.64299 -0.23790 -0.003 -0.086 -0.024
H 0.44398 6.16648 0.62729 0.038 0.035 0.053
H -2.31982 7.28888 1.60957 -0.044 0.106 -0.002
H -1.32930 6.89023 3.01447 0.142 0.020 0.061
H -2.99761 6.35343 2.94091 -0.131 -0.053 0.062
H -3.48500 5.32288 -0.15686 -0.059 0.018 -0.078
H -3.95745 4.17462 1.09732 -0.056 -0.006 0.102
H -2.96571 3.62327 -0.23329 0.034 -0.050 -0.069
H 2.31136 5.02220 1.84996 -0.038 0.061 -0.045
H 2.69773 3.32286 2.08943 0.007 -0.122 0.004
H 3.47120 4.54458 3.09995 0.068 0.042 0.000
H 0.63500 6.57389 3.80407 -0.004 0.078 -0.106
H 1.75202 6.15304 5.10140 0.046 0.072 0.062
H 0.02162 5.86209 5.29363 -0.094 -0.036 0.069
H 2.06835 2.09002 5.00990 0.057 -0.054 -0.062
H 1.09132 3.01951 6.12508 -0.109 0.046 0.109
H 2.70425 3.60195 5.70226 0.071 0.011 0.058
H -4.60397 2.27268 3.31182 -0.061 0.057 -0.045
H -4.24798 0.99831 4.48372 -0.073 -0.008 0.035
H -3.47893 0.99140 2.89344 0.115 -0.108 -0.046
H -3.83405 4.72439 4.42122 -0.072 0.032 -0.098
H -2.44481 4.95045 5.47700 0.110 0.048 0.047
H -3.79913 3.94248 6.00338 -0.062 0.044 0.066
H -0.80416 1.06679 5.48891 0.058 -0.013 -0.055
H -2.33208 1.14673 6.38268 -0.041 -0.024 0.062
H -1.14015 2.43948 6.53629 0.050 0.064 0.074
```
Forces are in eV/Å.